3 unconnected molecules or ions with the total composition C27H54BrCl2INO10P2, computed with wB97M-V/def2-TZVPD.

Properties
energy	-6342.715881	a.u.
gap between HOMO and LUMO	6.84	eV
F_max	8.52	eV Å⁻¹
molar mass	892.39	g mol⁻¹
total charge	+1
HOMO energy	-10.752	eV

Cartesian coordinates (Å):
C: 3.24270 -4.08601 -6.70612
O: 1.89632 -3.84348 -7.12780
C: 1.06482 -3.60835 -5.99721
C: -0.33204 -3.07213 -6.42089
C: -1.03766 -2.57327 -5.13439
C: -2.42475 -1.93088 -5.41362
C: -3.01919 -1.45302 -4.04884
C: -3.16251 0.11496 -3.93530
C: -2.84376 0.52979 -2.47669
C: -2.57069 2.07301 -2.37905
C: -2.70898 2.49230 -0.89416
C: -2.24953 3.98015 -0.73092
C: -0.81909 4.13110 -0.13608
C: -0.15462 5.54867 -0.45155
C: -0.02491 5.67662 -1.94348
Cl: 0.64090 4.22842 -2.75726
C: -0.29038 6.70490 -2.74073
C: -0.81165 8.03289 -2.19667
Cl: -0.01799 6.63060 -4.47153
C: -0.97871 6.48739 0.46974
C: -0.47203 6.38365 1.98446
N: 0.89798 5.78544 1.78736
C: 1.33141 4.87176 2.91075
C: 1.38558 3.37737 2.53453
O: 0.50512 2.63611 2.57965
Br: 3.15572 2.73421 1.96130
C: 1.18940 5.44255 0.37086
I: 2.65945 6.98381 -0.19634
H: 3.49539 -5.14829 -6.86580
H: 3.93247 -3.41339 -7.24419
H: 3.37578 -3.88239 -5.62606
H: 0.91786 -4.55075 -5.43090
H: 1.51667 -2.82558 -5.35094
H: -0.23524 -2.29853 -7.19981
H: -0.84879 -3.93772 -6.87976
H: -1.15487 -3.42266 -4.44138
H: -0.37610 -1.79826 -4.69611
H: -3.10284 -2.70398 -5.82142
H: -2.34320 -1.12151 -6.15636
H: -4.00887 -1.87503 -3.81485
H: -2.30766 -1.73824 -3.25265
H: -4.20553 0.36787 -4.18957
H: -2.48462 0.65327 -4.61970
H: -3.68959 0.32557 -1.79209
H: -1.95490 0.01213 -2.07018
H: -3.32625 2.56936 -3.01848
H: -1.58756 2.33243 -2.81153
H: -3.79155 2.48041 -0.67415
H: -2.14762 1.84836 -0.19788
H: -2.93313 4.46173 -0.00201
H: -2.39821 4.51465 -1.68379
H: -0.15164 3.29898 -0.42621
H: -0.94634 4.00508 0.95985
H: -1.86228 7.90835 -1.87592
H: -0.85970 8.75377 -3.02997
H: -0.17163 8.43722 -1.40353
H: -0.97557 7.57889 0.31444
H: -2.05385 6.28007 0.58323
H: -0.51851 7.35845 2.47861
H: -1.16009 5.64206 2.41732
H: 1.48350 6.61208 1.96755
H: 0.56746 4.96309 3.70360
H: 2.25930 5.23948 3.37721
H: 1.76217 4.53741 0.14018
C: 0.61816 0.44453 4.08630
O: 1.24795 -0.09660 5.25666
P: 0.21922 -0.72029 6.45269
O: 1.28412 -0.90511 7.49112
O: -0.07183 -2.06786 5.59791
C: 1.00618 -2.96711 5.36303
O: -1.13444 -1.02359 7.37912
C: -1.12849 -0.56528 8.73010
H: 1.39002 0.67478 3.35918
H: -0.07520 -0.27864 3.64692
H: 0.08173 1.35484 4.34560
H: 1.81547 -2.84552 6.08261
H: 1.39342 -2.81182 4.35333
H: 0.62492 -3.98460 5.44011
H: -0.71255 0.43817 8.80680
H: -0.56090 -1.25517 9.35109
H: -2.16076 -0.54538 9.07932
C: 0.07409 -8.19274 3.04332
O: 0.61223 -7.78673 1.77378
P: 1.84063 -6.61851 1.80915
O: 1.83028 -6.42936 0.31553
O: 2.96858 -7.68105 2.28282
C: 3.28867 -8.76123 1.41120
O: 2.87950 -5.34508 2.15145
C: 2.75474 -4.16391 1.37016
H: -0.59660 -9.03307 2.87583
H: 0.87057 -8.50737 3.72270
H: -0.48846 -7.37231 3.49133
H: 3.01336 -8.55333 0.37750
H: 2.77734 -9.66531 1.74674
H: 4.36402 -8.92575 1.46126
H: 1.70909 -3.89951 1.21462
H: 3.25337 -4.29945 0.41260
H: 3.24618 -3.35356 1.91138

Cartesian forces, eV/Å:
0.0 -0.1 0.1
0.3 0.2 0.8
-0.8 0.6 -0.4
0.6 -1.0 0.4
-0.2 0.4 -1.4
-0.2 -0.9 0.9
0.3 1.3 -0.4
0.1 -1.2 0.8
0.0 1.4 -0.3
-0.3 -1.3 0.3
0.0 1.6 -1.0
-0.3 -0.2 0.8
-0.4 -0.3 -0.1
-0.5 -1.8 2.6
0.8 -0.7 -0.8
-0.1 0.5 0.9
-0.1 1.0 0.2
-0.4 0.0 -1.1
-0.3 0.2 1.0
-0.8 2.3 1.3
-1.8 -1.7 -3.0
0.8 0.8 2.1
-0.3 -0.4 1.1
2.7 1.5 -0.4
-2.3 -0.8 -0.2
-0.4 0.4 0.2
0.5 1.2 -2.5
-0.3 -0.3 -0.2
0.1 0.4 -0.1
-0.3 -0.4 0.0
-0.1 -0.1 -0.4
0.2 0.4 0.0
0.0 -0.5 -0.1
0.0 -0.1 0.4
-0.1 0.6 0.2
0.1 0.4 -0.1
-0.3 -0.4 0.1
0.4 0.3 -0.1
0.0 -0.2 0.3
0.5 -0.1 -0.2
-0.5 -0.2 -0.3
0.5 0.3 0.0
-0.2 -0.3 0.2
0.3 -0.2 -0.4
-0.4 0.0 -0.3
0.3 0.1 0.5
-0.3 -0.2 0.3
0.5 -0.4 0.2
-0.3 0.0 -0.3
0.2 -0.1 -0.4
0.3 -0.2 0.3
-0.3 0.5 -0.2
0.2 0.2 -0.4
0.5 0.1 0.1
0.2 -0.2 0.4
-0.3 -0.1 -0.3
0.4 -0.6 -0.8
0.4 -0.3 -0.8
0.6 -0.5 0.1
0.8 0.3 0.5
0.1 -0.3 -0.3
0.2 -0.1 -0.5
-0.1 -0.3 -0.7
-0.5 0.0 0.8
0.1 -0.4 0.2
-2.7 1.8 0.4
4.3 -6.0 2.4
-0.6 1.2 -0.4
-1.0 0.5 0.1
0.4 -0.1 -0.5
-0.3 2.0 -2.1
-0.2 0.4 0.4
0.1 -0.1 0.1
0.0 0.0 0.0
0.0 0.0 -0.1
-0.1 0.2 0.0
0.1 0.0 0.0
-0.2 0.1 0.0
0.1 -0.1 0.2
0.2 0.1 -0.2
0.0 0.0 -0.2
-0.1 -0.2 0.1
-0.5 2.2 2.6
4.0 -2.9 -6.9
-0.9 0.6 0.8
-0.1 1.0 1.1
-0.2 -0.6 -0.1
-1.9 -0.5 2.4
-0.2 0.5 0.1
0.0 0.1 -0.1
0.0 0.0 0.0
-0.1 -0.1 0.1
-0.1 0.2 0.1
0.0 0.0 0.0
0.0 0.1 0.1
0.1 0.0 -0.2
-0.2 -0.2 0.0
0.0 -0.1 0.2

Löwdin atomic charge list, values in e, 6 entries: atom 1 (C): -0.11, atom 2 (O): -0.19, atom 3 (C): -0.26, atom 4 (C): -0.18, atom 5 (C): -0.23, atom 6 (C): -0.20